# C5H12N4

C5H12N4 in the gas phase (ωB97M-V/def2-TZVPD, OMol25).

**Orbital gap**: 7.90 eV
**M**: 128.18 g/mol
**Calculated total energy**: -416.57732 Ha
**Energy relative to the best compared isomer or geometry (same formula, charge and spin)**: 4.5751 eV
**Highest occupied orbital energy**: -0.2651 Ha

Positions of all 21 atoms, in Å:
C (0.487, -0.854, -1.680)
C (1.430, -1.026, 0.571)
N (-1.173, 0.685, 0.684)
N (0.368, -0.440, -0.271)
C (-1.001, -0.581, 0.308)
N (-2.448, 1.198, 0.941)
C (0.237, 1.307, -0.179)
C (1.263, 1.989, 0.372)
N (-1.762, -1.608, 0.350)
H (-3.150, 0.561, 0.567)
H (-2.584, 1.239, 1.947)
H (-1.321, -2.439, -0.032)
H (-0.200, 1.668, -1.102)
H (-0.346, -0.447, -2.250)
H (1.428, -0.470, -2.074)
H (1.404, -2.113, 0.492)
H (2.391, -0.639, 0.237)
H (1.259, -0.732, 1.604)
H (0.473, -1.942, -1.755)
H (1.745, 1.676, 1.288)
H (1.499, 2.969, -0.017)

Here are the natural (NBO) charges for atoms 1 to 2, given in e: number 1, C, carries -0.409; number 2, C, carries -0.413